The following is a quantum chemistry calculation of a cluster of 2 separate species, C10H19P in total, from OMol25.

Results
LUMO energy: 0.825 eV
Frontier orbital gap: 9.5 eV
ΔE to the lowest compared entry with this formula, charge and spin: 56.8 kcal per mole
SMILES string: C=C=PC(C)(C)C.C=C(C)C
HOMO energy: -8.72 eV

CARTESIAN COORDINATES (ANGSTROEM)
C 0.601 2.903 -0.164
C 0.773 1.659 -0.548
P 0.650 0.127 -1.113
C 2.062 -0.802 -0.296
C 1.843 -0.727 1.265
C 1.915 -2.287 -0.730
C 3.478 -0.373 -0.708
H 0.085 2.840 0.732
H 1.165 3.811 -0.514
H 2.243 -1.716 1.477
H 2.467 0.021 1.638
H 0.782 -0.744 1.546
H 0.939 -2.793 -0.361
H 2.677 -3.073 -0.373
H 2.072 -2.389 -1.844
H 3.579 -0.398 -1.791
H 3.520 0.719 -0.366
H 4.191 -0.928 -0.006
C -2.754 1.137 -1.157
C -2.856 0.495 -0.007
C -3.523 1.040 1.269
C -2.430 -0.934 0.123
H -2.551 0.628 -2.016
H -2.862 2.251 -1.277
H -4.496 0.720 1.274
H -2.977 0.579 2.143
H -3.618 2.144 1.093
H -2.133 -1.443 -0.739
H -1.664 -0.880 0.971
H -3.178 -1.587 0.478